# C43H55AsF11P2RhSSi

C43H55AsF11P2RhSSi as an isolated structure in a non-equilibrium geometry (the ωB97M-V functional and the def2-TZVPD basis, the Open Molecules 2025 dataset).

Structure (XYZ):
```
115
Properties=species:S:1:pos:R:3:forces:R:3:lowdin_charge:R:1
Rh 0.01602 0.08905 -0.07638 -0.134 0.108 -0.573 0.7662
C -0.47233 0.27861 3.96984 0.104 0.098 -0.486 -0.1857
Si -0.01187 -0.48827 2.29720 0.229 -0.976 1.242 0.6865
C 1.68692 -1.35780 2.50824 -0.275 0.363 -0.177 -0.2852
C 2.10914 -1.69884 3.79459 -0.029 -0.013 0.035 -0.0996
C 3.40349 -2.12470 4.04560 0.060 -0.047 0.028 -0.0545
C 4.31769 -2.20566 3.00657 -0.050 -0.003 0.000 -0.0477
C 3.91884 -1.89062 1.71824 0.007 -0.025 0.000 -0.0901
C 2.61068 -1.48675 1.45400 -0.146 0.103 0.038 -0.3526
P 2.13946 -1.04671 -0.25550 1.073 -0.709 0.178 1.0571
C 3.34912 0.23146 -0.84917 -0.548 -0.026 0.185 -0.4063
C 3.33674 1.37712 0.17712 -0.039 0.198 -0.265 -0.2283
C 4.22516 2.49934 -0.35370 0.032 -0.031 0.176 -0.1759
C 5.69524 2.03998 -0.44177 0.014 -0.085 0.099 -0.1755
C 5.83153 0.51415 -0.35706 -0.049 0.161 -0.231 -0.1967
C 4.78921 -0.17340 -1.24030 0.112 -0.185 0.200 -0.1745
C 2.35253 -2.58766 -1.28800 -0.448 0.327 0.102 -0.4492
C 3.47098 -3.57048 -0.92657 0.285 0.020 -0.085 -0.1885
C 3.71430 -4.56618 -2.08174 -0.255 -0.007 0.015 -0.1667
C 2.44875 -4.76775 -2.90977 0.153 0.014 -0.090 -0.1967
C 2.07138 -3.46530 -3.63058 -0.008 -0.050 0.137 -0.1676
C 2.39357 -2.22471 -2.77298 -0.026 -0.063 -0.044 -0.1961
C -1.33436 -1.89966 1.90958 0.321 0.762 -0.463 -0.2995
C -1.35919 -2.89766 2.87703 0.036 -0.116 0.100 -0.1057
C -2.30501 -3.91123 2.83434 0.042 0.047 0.047 -0.0523
C -3.24284 -3.94056 1.81238 -0.033 -0.019 -0.049 -0.0540
C -3.22343 -2.96352 0.83128 0.088 -0.062 -0.083 -0.1206
C -2.26735 -1.94665 0.85747 -0.019 -0.006 -0.001 -0.3885
P -2.21225 -0.68549 -0.45991 -0.906 -0.713 0.057 1.0837
C -3.60574 0.54543 -0.25005 0.382 0.126 -0.160 -0.3890
C -3.29482 1.49388 0.92640 0.190 -0.143 0.200 -0.1985
C -3.74933 0.95296 2.28157 -0.227 0.137 -0.164 -0.1932
C -5.23948 0.62479 2.25180 0.102 -0.212 0.028 -0.1863
C -5.50764 -0.43984 1.19284 -0.022 0.269 -0.044 -0.1858
C -5.05579 0.04303 -0.18700 0.054 -0.315 0.124 -0.1737
C -2.07921 -1.55096 -2.12128 0.226 0.127 0.129 -0.3979
C -2.22128 -0.53249 -3.26356 -0.077 0.211 0.109 -0.1971
C -3.67685 -0.30348 -3.67183 0.080 -0.192 -0.134 -0.1813
C -4.34968 -1.62203 -4.04961 -0.081 0.085 0.243 -0.1844
C -4.27137 -2.62309 -2.89752 0.163 0.012 -0.169 -0.1896
C -2.83111 -2.84683 -2.44894 -0.178 0.071 0.149 -0.1951
H -1.00282 -0.42856 4.60929 0.008 -0.076 -0.034 0.0410
H -1.10799 1.15453 3.83963 -0.051 -0.023 -0.022 0.0203
H 0.43515 0.60604 4.47787 0.011 0.005 -0.002 0.0347
H 1.42000 -1.61560 4.62714 0.020 0.054 0.018 0.0987
H 3.70920 -2.36484 5.05544 -0.021 -0.030 0.006 0.1137
H 5.33923 -2.50777 3.19459 0.005 0.005 0.018 0.1151
H 4.64766 -1.94255 0.92264 -0.008 0.020 0.019 0.0887
H 2.84407 0.60069 -1.74691 0.063 0.039 0.062 0.0927
H 3.69749 1.03814 1.15083 -0.022 -0.057 0.004 0.1164
H 2.31752 1.74527 0.31800 0.154 -0.020 0.090 0.0629
H 4.13188 3.37217 0.29255 0.013 0.033 -0.055 0.1154
H 3.85400 2.79714 -1.33690 -0.016 0.020 0.014 0.1133
H 6.27801 2.48371 0.36668 0.017 0.054 -0.044 0.1106
H 6.13225 2.38875 -1.37879 0.042 0.011 0.013 0.1115
H 5.72428 0.18625 0.67900 0.023 -0.037 0.004 0.0999
H 6.82818 0.22012 -0.68939 0.015 -0.051 0.080 0.1166
H 4.93761 -1.25358 -1.21194 -0.012 0.076 -0.088 0.0791
H 4.95784 0.13594 -2.27414 -0.001 -0.056 -0.026 0.1242
H 1.42350 -3.13986 -1.09759 0.049 0.308 -0.175 -0.0245
H 3.19945 -4.10680 -0.01477 0.009 0.054 0.029 0.1068
H 4.40832 -3.05109 -0.73430 -0.042 -0.099 0.100 0.0803
H 4.05642 -5.51534 -1.66835 0.084 0.012 -0.024 0.1137
H 4.50452 -4.19486 -2.73865 0.046 -0.006 0.034 0.1190
H 1.63521 -5.09096 -2.25443 -0.029 -0.023 -0.051 0.0681
H 2.59678 -5.56168 -3.64259 -0.040 -0.027 0.022 0.1171
H 1.00824 -3.48772 -3.88187 0.010 0.044 -0.028 0.1059
H 2.62614 -3.39555 -4.56728 -0.065 0.000 -0.045 0.1150
H 1.69005 -1.41723 -2.99899 0.061 0.037 -0.050 0.1037
H 3.39623 -1.86118 -3.01144 -0.052 0.097 -0.025 0.1119
H -0.63425 -2.88535 3.68285 0.012 -0.041 0.020 0.1038
H -2.31665 -4.66680 3.60949 0.000 -0.016 -0.016 0.1167
H -3.98927 -4.72329 1.77666 -0.007 0.009 0.018 0.1180
H -3.96294 -2.99460 0.04124 -0.019 0.014 0.022 0.1036
H -3.48224 1.12500 -1.16872 -0.054 -0.043 0.076 0.0858
H -3.81481 2.43578 0.73246 0.019 0.013 -0.054 0.1346
H -2.22760 1.72569 0.95347 -0.135 0.092 0.013 0.0614
H -3.54605 1.69849 3.05241 0.082 -0.019 0.002 0.1165
H -3.18595 0.04975 2.53169 -0.001 -0.012 0.112 0.0912
H -5.80992 1.52823 2.01608 -0.010 0.024 0.054 0.1206
H -5.56938 0.26907 3.22922 -0.037 0.051 0.002 0.1150
H -6.57131 -0.68225 1.15274 0.016 -0.022 -0.020 0.1193
H -4.97780 -1.34701 1.47270 -0.012 -0.127 0.041 0.0860
H -5.68273 0.89744 -0.46144 0.039 0.013 -0.078 0.1322
H -5.23508 -0.72859 -0.93507 -0.046 0.061 -0.035 0.0807
H -1.01130 -1.82174 -2.05247 -0.043 -0.039 -0.013 0.0800
H -1.68269 -0.92964 -4.12898 0.059 -0.006 0.026 0.1261
H -1.74690 0.41402 -2.99122 0.030 -0.040 -0.106 0.0899
H -3.69954 0.38280 -4.51938 -0.026 0.055 0.045 0.1213
H -4.23683 0.16734 -2.86082 -0.008 0.031 -0.030 0.0922
H -3.85437 -2.04240 -4.92962 -0.043 -0.012 -0.032 0.1194
H -5.39567 -1.44481 -4.30505 0.033 -0.023 -0.113 0.1160
H -4.69683 -3.57930 -3.20683 -0.056 0.002 0.082 0.1197
H -4.86514 -2.25535 -2.05696 -0.078 -0.077 -0.004 0.0853
H -2.27651 -3.31831 -3.26680 0.023 0.025 -0.003 0.1273
H -2.79520 -3.54419 -1.61633 0.132 -0.104 0.020 0.0739
F 0.84215 1.59727 -1.51584 0.016 0.374 -0.380 -0.3470
As -0.10581 3.09219 -1.11098 -0.262 -0.239 0.456 0.7900
F -0.19715 3.50405 -2.75584 0.051 -0.008 0.121 -0.1838
F 1.33282 3.95729 -0.82999 -0.075 -0.051 -0.176 -0.1821
F -1.14479 4.30981 -0.54531 0.141 0.035 -0.093 -0.1832
F 0.04373 2.41755 0.56313 -0.141 0.086 -0.200 -0.3310
F -1.48057 1.98715 -1.27418 0.272 0.532 -0.210 -0.3029
F 1.42367 -9.87381 1.45368 0.038 -0.090 0.007 0.1768
C 1.10296 -8.65472 1.08219 -0.057 0.176 -0.046 -0.1141
C 1.45764 -7.57353 1.88457 0.026 0.121 0.112 -0.1344
F 2.11469 -7.78579 3.01791 0.050 -0.036 -0.001 0.1455
C 1.12389 -6.29438 1.49738 0.062 -0.108 -0.073 -0.2331
F 1.50819 -5.27273 2.24642 -0.011 -0.011 0.132 0.1095
C 0.40014 -6.05339 0.31598 -0.216 0.468 -0.271 -0.5002
S -0.06856 -4.47773 -0.15346 -0.237 -0.468 0.392 0.9262
C 0.05325 -7.16842 -0.47064 0.054 -0.102 0.081 -0.2370
F -0.63618 -6.98634 -1.58437 0.033 -0.105 -0.042 0.1127
C 0.40979 -8.44970 -0.10661 -0.075 0.095 -0.110 -0.1341
F 0.09070 -9.48184 -0.87358 -0.019 -0.081 0.030 0.1505
```
Positions in Å, forces in eV/Å.

Computed properties:
- ΔE to the lowest compared entry with this formula, charge and spin: 0.401 eV
- HOMO energy (alpha / beta): -9.76 / -11.88 eV
- Charge: +1
- Orbital gap (alpha / beta): 7.5418 / 6.4244 eV
- Total energy: -176508.8716 eV
- Multiplicity: 6